Entry 1:
# C3H10N4

A cluster of 2 separate species, C3H10N4 in total (ωB97M-V with the def2-TZVPD basis set, OMol25).

Results
Gap between HOMO and LUMO   9.87 eV
Structure (SMILES)   [H]/N=C/NC.[H]/N=C/N
LUMO energy   0.88 eV
E_HOMO   -0.33057 Ha

Each line ends with the Mulliken charge.
Element x y z (Å)
1 H -0.97 -2.33 1.84  0.21
2 N -0.59 -1.54 1.33  -0.56
3 C -1.52 -0.79 0.90  -0.04
4 N -1.21 0.37 0.23  -0.21
5 C -2.15 1.46 0.15  -0.93
6 H -2.60 -0.94 0.95  0.33
7 H -0.24 0.62 0.36  0.25
8 H -1.66 2.39 -0.15  0.34
9 H -2.89 1.31 -0.64  0.30
10 H -2.70 1.64 1.08  0.32
11 H 3.00 -1.18 0.93  0.26
12 N 2.89 -0.34 0.37  -0.66
13 C 2.41 -0.66 -0.76  0.03
14 N 2.31 0.26 -1.78  -0.50
15 H 1.94 -1.63 -0.96  0.36
16 H 2.49 1.21 -1.51  0.26
17 H 1.50 0.16 -2.36  0.24



Entry 2:
# C3H10N4

A structure of composition C3H10N4 (ωB97M-V with the def2-TZVPD basis set, OMol25).

Results
Gap between HOMO and LUMO   8.68 eV
LUMO energy   0.99 eV
E_HOMO   -0.28257 Ha

Each line ends with the Mulliken charge.
Element x y z (Å)
1 C 1.88 0.68 1.15  -0.78
2 N 0.83 -0.15 0.58  -0.33
3 N -0.16 0.59 0.09  -0.13
4 C -1.42 -0.03 -0.11  0.56
5 N 1.53 -0.49 -1.11  -0.61
6 N -1.54 -1.27 0.47  -0.44
7 C -2.33 0.55 -0.91  -1.04
8 H 0.19 1.08 -0.77  0.44
9 H 0.88 -1.21 -1.42  0.19
10 H 2.47 -0.88 -1.23  0.22
11 H -2.48 -1.57 0.66  0.23
12 H -0.88 -1.45 1.21  0.26
13 H 2.72 0.04 1.39  0.27
14 H 1.49 1.12 2.07  0.35
15 H 2.20 1.47 0.46  0.31
16 H -3.28 0.08 -1.09  0.26
17 H -2.10 1.45 -1.45  0.23



Entry 3:
# C3H10N4

A cluster of 2 separate species, C3H10N4 in total (ωB97M-V with the def2-TZVPD basis set, OMol25).

Results
Gap between HOMO and LUMO   9.45 eV
Structure (SMILES)   CNC#N.NCN
LUMO energy   0.71 eV
E_HOMO   -0.32119 Ha

Each line ends with the Mulliken charge.
Element x y z (Å)
1 C 0.13 2.22 -0.76  -0.82
2 N -0.69 1.05 -1.09  -0.28
3 C -0.05 -0.08 -1.52  0.35
4 N 0.48 -0.94 -2.10  -0.50
5 H 0.96 2.32 -1.47  0.29
6 H -0.49 3.11 -0.79  0.34
7 H 0.56 2.06 0.23  0.28
8 H -1.64 1.20 -1.42  0.27
9 N 1.06 -0.49 1.27  -0.53
10 C -0.35 -0.82 1.05  -0.50
11 N -0.68 -2.18 0.70  -0.59
12 H 1.58 -0.66 0.41  0.24
13 H 1.47 -1.06 2.01  0.24
14 H -0.87 -0.59 1.99  0.40
15 H -0.87 0.11 0.35  0.32
16 H -0.33 -2.41 -0.23  0.27
17 H -0.27 -2.85 1.34  0.23



Entry 4:
# C3H10N4

The molecule C3H10N4 (ωB97M-V with the def2-TZVPD basis set, OMol25).

Results
Gap between HOMO and LUMO   8.21 eV
LUMO energy   0.64 eV
E_HOMO   -0.27812 Ha

Each line ends with the Mulliken charge.
Element x y z (Å)
1 C -0.75 0.26 0.83  -0.10
2 C 1.77 -0.23 0.08  -0.92
3 N -1.81 0.02 -0.05  -0.88
4 N 0.37 0.03 -0.30  -0.23
5 N -0.72 1.52 1.46  -0.55
6 C -0.39 -1.08 -1.04  0.25
7 N -0.37 -1.23 -2.31  -0.77
8 H -2.58 -0.46 0.39  0.21
9 H 0.30 0.86 -0.88  0.44
10 H -0.48 -0.51 1.58  0.45
11 H -1.08 2.27 0.89  0.29
12 H 0.09 1.76 2.03  0.22
13 H -0.26 -0.35 -2.81  0.21
14 H -0.42 -1.95 -0.40  0.38
15 H 2.38 -0.37 -0.81  0.35
16 H 2.15 0.61 0.66  0.35
17 H 1.81 -1.14 0.68  0.31



Entry 5:
# C3H10N4

A cluster of 2 separate species, C3H10N4 in total (ωB97M-V with the def2-TZVPD basis set, OMol25).

Results
Total charge   +1
Gap between HOMO and LUMO (alpha / beta)   8.91 / 4.33 eV
Spin multiplicity   2
LUMO energy (alpha / beta)   -4.29 / -8.80 eV
E_HOMO (alpha / beta)   -0.48502 / -0.48284 Ha

Each line ends with the Mulliken spin population.
Element x y z (Å)
1 N -1.95 -0.87 -0.28  0.56
2 C -1.20 -1.58 -1.19  -0.11
3 N -0.19 -1.03 -1.82  0.61
4 H -2.73 -1.29 0.23  -0.02
5 H -1.53 0.00 0.15  -0.02
6 H -1.49 -2.62 -1.34  0.00
7 H 0.17 -1.75 -2.49  -0.02
8 C 0.35 0.38 1.80  0.00
9 N 1.98 1.34 -0.21  0.01
10 C 0.61 1.68 -0.16  0.00
11 N -0.16 1.35 0.82  0.01
12 H 0.41 -0.71 1.45  0.00
13 H -0.32 0.29 2.72  0.00
14 H 1.40 0.65 2.21  0.00
15 H 2.07 0.41 0.20  0.00
16 H 2.42 1.42 -1.12  0.00
17 H 0.17 2.32 -0.95  0.00



Entry 6:
# C3H10N4

The ion C3H10N4 with charge +2 (ωB97M-V with the def2-TZVPD basis set, OMol25).

Results
Total charge   +2
Gap between HOMO and LUMO   9.20 eV
Structure (SMILES)   CC(=[NH2+])/[N+](N)=C/N
LUMO energy   -9.88 eV
E_HOMO   -0.70093 Ha

Each line ends with the Mulliken charge.
Element x y z (Å)
1 C 1.98 -0.83 -0.10  -1.20
2 C 0.97 0.16 0.18  0.76
3 N 1.38 1.35 0.51  -0.27
4 N -0.36 -0.11 0.03  0.12
5 N -0.62 -1.59 -0.35  -0.55
6 C -1.38 0.79 -0.20  0.15
7 N -2.63 0.57 -0.09  -0.30
8 H 2.67 -0.82 0.74  0.42
9 H 1.75 -1.87 -0.53  0.41
10 H 2.58 -0.49 -1.04  0.40
11 H 2.27 1.56 0.72  0.25
12 H 0.73 2.06 0.91  0.25
13 H -0.07 -2.06 0.42  0.34
14 H -1.62 -1.63 -0.54  0.23
15 H -1.03 1.85 -0.53  0.36
16 H -3.37 1.24 -0.43  0.34
17 H -3.23 -0.19 0.30  0.31



Entry 7:
# C3H10N4

The ion C3H10N4 with charge +2 (ωB97M-V with the def2-TZVPD basis set, OMol25).

Results
Total charge   +2
Gap between HOMO and LUMO (alpha / beta)   7.92 / 8.37 eV
LUMO energy (alpha / beta)   -10.71 / -10.57 eV
E_HOMO (alpha / beta)   -0.68465 / -0.69597 Ha

Each line ends with the Mulliken charge.
Element x y z (Å)
1 C -1.10 0.08 -0.07  0.97
2 C -0.67 -1.18 -0.66  -0.76
3 C 1.08 1.30 -0.44  -0.42
4 N -0.38 1.25 -0.26  -0.17
5 N 1.48 0.36 0.63  -0.03
6 N -2.27 0.03 0.62  -0.29
7 N 1.46 -0.93 0.23  -0.36
8 H -1.34 -2.02 -0.27  0.33
9 H -0.28 -1.19 -1.73  0.35
10 H 1.58 1.05 -1.44  0.32
11 H 1.48 2.19 0.02  0.40
12 H -0.85 2.17 -0.11  0.30
13 H 1.41 0.52 1.58  0.22
14 H -2.66 -0.87 0.71  0.19
15 H -2.75 0.78 0.97  0.22
16 H 1.49 -1.77 0.90  0.37
17 H 2.12 -1.23 -0.56  0.36



Entry 8:
# C3H10N4O

A structure of composition C3H10N4O (ωB97M-V with the def2-TZVPD basis set, OMol25).

Results
Gap between HOMO and LUMO (alpha / beta)   7.91 / 7.91 eV
LUMO energy (alpha / beta)   -0.43 / -0.44 eV
E_HOMO (alpha / beta)   -0.30656 / -0.30656 Ha

Each line ends with the Mulliken charge.
Element x y z (Å)
1 C -0.21 -1.97 0.10  -0.67
2 N 2.01 0.22 -1.39  -0.20
3 N 1.52 -0.60 -0.47  -0.32
4 N 0.24 -0.82 -0.68  0.06
5 H 2.86 -0.10 -1.85  0.23
6 H 1.54 1.12 -1.52  0.28
7 H -0.27 -1.74 1.17  0.26
8 H 0.49 -2.80 -0.01  0.31
9 H -1.19 -2.27 -0.25  0.27
10 C -1.89 0.73 0.30  -1.20
11 C -0.47 0.87 -0.18  0.89
12 N 0.62 1.03 1.23  -0.49
13 O -0.18 1.72 -1.02  -0.66
14 H 0.40 0.70 2.17  0.13
15 H 1.27 1.80 1.22  0.16
16 H -1.96 0.12 1.20  0.28
17 H -2.28 1.73 0.48  0.39
18 H -2.49 0.27 -0.50  0.28



Entry 9:
# C3H10N4O

A cluster of 2 separate species, C3H10N4O in total (ωB97M-V with the def2-TZVPD basis set, OMol25).

Results
Total charge   +1
Gap between HOMO and LUMO (alpha / beta)   9.27 / 4.52 eV
Spin multiplicity   2
LUMO energy (alpha / beta)   -4.27 / -8.97 eV
E_HOMO (alpha / beta)   -0.49766 / -0.49602 Ha

Each line ends with the Mulliken spin population.
Element x y z (Å)
1 C 2.25 -0.25 -0.14  0.00
2 N 1.05 -1.09 -0.06  0.58
3 C 0.50 -1.58 1.16  -0.12
4 N -0.10 -2.72 1.21  0.48
5 H 2.12 0.59 0.51  0.01
6 H 3.22 -0.73 0.14  0.04
7 H 2.28 0.26 -1.14  0.01
8 H 1.14 -1.93 -0.69  -0.02
9 H 0.62 -0.89 2.06  0.00
10 H -0.33 -2.97 2.16  -0.01
11 N -0.61 1.08 -1.81  0.02
12 C -0.93 1.44 -0.44  0.00
13 N -1.94 0.63 0.10  0.00
14 O -0.46 2.45 0.12  0.00
15 H 0.05 1.76 -2.14  0.00
16 H -0.15 0.16 -1.91  0.00
17 H -2.63 0.29 -0.53  0.00
18 H -2.33 0.97 0.97  0.00



Entry 10:
# C3H10N5

The ion C3H10N5 with charge +1 (ωB97M-V with the def2-TZVPD basis set, OMol25).

Results
Total charge   +1
Gap between HOMO and LUMO   9.11 eV
Structure (SMILES)   CN1[NH+]=NN[C@H]1CN
LUMO energy   -4.00 eV
E_HOMO   -0.48197 Ha

Each line ends with the Mulliken charge.
Element x y z (Å)
1 C -1.77 -1.32 -0.02  -0.96
2 N -1.08 -0.10 0.11  0.31
3 N -1.75 1.08 0.20  0.21
4 N -1.01 2.09 0.11  -0.64
5 N 0.16 1.74 -0.19  0.20
6 C 0.23 0.29 -0.35  0.00
7 C 1.33 -0.39 0.41  -0.70
8 N 2.52 0.06 -0.16  -0.53
9 H -1.19 -2.13 -0.50  0.35
10 H -1.83 -1.72 0.96  0.41
11 H -2.79 -1.41 -0.50  0.33
12 H -2.61 1.16 0.70  0.28
13 H 0.99 2.51 -0.30  0.38
14 H 0.46 0.19 -1.44  0.20
15 H 1.02 -1.41 0.52  0.36
16 H 1.36 0.03 1.39  0.35
17 H 2.67 -0.33 -1.13  0.23
18 H 3.29 -0.34 0.19  0.24



Entry 11:
# C3H10N5

The ion C3H10N5 with charge +1 (ωB97M-V with the def2-TZVPD basis set, OMol25).

Results
Total charge   +1
Gap between HOMO and LUMO   9.94 eV
Structure (SMILES)   [H]/N=N/N(C)NC(C)=[NH2+]
LUMO energy   -3.75 eV
E_HOMO   -0.50315 Ha

Each line ends with the Mulliken charge.
Element x y z (Å)
1 H 3.32 -1.94 0.15  0.30
2 N 3.05 -0.96 0.09  -0.71
3 N 1.84 -0.93 0.32  0.05
4 N 1.26 0.44 0.37  -0.02
5 C 2.00 1.55 -0.29  -0.67
6 N -0.07 0.41 0.70  -0.06
7 C -1.05 -0.40 0.29  0.61
8 C -2.48 -0.06 0.62  -1.18
9 N -0.67 -1.48 -0.37  -0.28
10 H 3.03 1.45 -0.04  0.30
11 H 1.87 1.53 -1.36  0.33
12 H 1.60 2.54 0.19  0.28
13 H -0.17 0.87 1.64  0.33
14 H -2.63 0.88 1.10  0.33
15 H -3.03 -0.95 1.21  0.33
16 H -3.20 -0.14 -0.17  0.38
17 H -1.31 -1.90 -1.06  0.31
18 H 0.29 -1.34 -0.66  0.36



Entry 12:
# C3H10N5

The ion C3H10N5 with charge +1 (ωB97M-V with the def2-TZVPD basis set, OMol25).

Results
Total charge   +1
Gap between HOMO and LUMO   7.56 eV
Structure (SMILES)   [H]/N=C(/N)CCNN=[NH2+]
LUMO energy   -4.95 eV
E_HOMO   -0.45992 Ha

Each line ends with the Mulliken charge.
Element x y z (Å)
1 H 0.50 -1.93 0.63  0.22
2 N 0.87 -1.39 1.36  -0.79
3 C 1.06 -0.16 1.23  0.75
4 N 1.58 0.58 2.20  -0.42
5 C 0.87 0.60 -0.10  -0.84
6 C 0.42 -0.06 -1.36  -0.92
7 N -1.02 -0.43 -1.24  0.07
8 N -1.56 -0.12 -0.13  0.40
9 N -2.84 -0.16 0.07  -0.60
10 H 2.01 1.41 1.77  0.20
11 H 1.82 0.18 3.11  0.29
12 H 0.09 1.33 0.21  0.42
13 H 1.72 1.16 -0.25  0.62
14 H 0.53 0.49 -2.28  0.42
15 H 0.99 -0.99 -1.47  0.31
16 H -1.51 -0.53 -2.13  0.33
17 H -3.56 -0.31 -0.65  0.26
18 H -3.09 0.04 1.02  0.26



Let's list largest force on an atom in order: 1.2 3.4 4.7 0.4 2.3 5.7 5.2 4.5 4.3 5.0 4.1 3.2 eV Å⁻¹.
Let's list energy relative to the best compared isomer or geometry (same formula, charge and spin) in order: 13.2 80.3 47.3 67.3 35.7 72.8 105.4 138.0 9.6 99.3 81.7 61.3 kcal per mole.